Entry 1:
Below is 7 unconnected molecules or ions with the total composition CH15O7 at a distorted geometry, with properties calculated with the ωB97M-V functional and the def2-TZVPD basis.

Element x y z (Å)
C (0.5138, 1.7295, 1.8879)
O (1.4323, 0.6308, 1.7303)
H (-0.4567, 1.3195, 2.1113)
H (0.3595, 2.3323, 0.9772)
H (0.8605, 2.4780, 2.6111)
H (0.9954, -0.9083, 1.4365)
H (1.0662, -1.4656, 0.1408)
O (0.8143, -1.8455, 1.0575)
H (-0.3667, -1.2671, -2.4275)
H (-0.7659, -0.0223, -3.1728)
O (-1.1459, -0.8469, -2.6480)
H (-0.7905, -3.9980, 0.9972)
H (-0.6247, -2.5612, 1.1118)
O (-1.3397, -3.1891, 1.0240)
H (0.7035, 1.6884, -1.5943)
H (-0.5813, 2.5567, -1.7513)
O (0.3669, 2.6449, -1.5383)
H (-2.1615, 0.1983, -1.0587)
H (-2.1620, -0.3642, 0.4253)
O (-2.4129, 0.3916, -0.1392)
H (1.6336, 0.6307, 0.7318)
H (2.5021, -0.1832, -0.9609)
O (1.5597, 0.0505, -0.9517)

Forces on the atoms, in the same order (eV/Å):
C 0.2 0.2 -0.6
O 0.1 1.5 -1.0
H -0.5 0.1 0.6
H 0.3 -0.6 -0.1
H 0.0 -0.5 0.4
H -0.6 -1.6 0.5
H -0.5 -0.8 0.7
O 1.4 2.6 -1.2
H 2.9 -1.5 1.3
H -1.2 -2.5 1.7
O -1.6 4.2 -2.9
H -0.8 0.4 0.0
H 1.0 1.3 0.0
O -0.7 -2.0 0.0
H 0.0 1.1 0.6
H 0.6 0.1 0.3
O -0.4 -1.4 -0.7
H 0.2 -0.5 0.6
H 0.0 0.4 -0.9
O -0.2 0.0 0.2
H -0.2 -0.4 0.3
H -0.3 0.2 -0.3
O 0.2 -0.1 0.4

Output
spin multiplicity	1
LUMO level	3.467	eV
ΔE to the lowest compared entry with this formula, charge and spin	1.638	eV
charge	-1
M	139.12	g mol⁻¹
Kohn-Sham gap	8.80	eV

Entry 2:
Below is a molecular structure, C41H27Br3Cl2F2N3O3Tc at a distorted geometry, with properties calculated with the ωB97M-V functional and the def2-TZVPD basis.

Element x y z (Å)
Tc (0.8383, -0.9152, 0.3904)
C (-1.2643, 1.2746, -0.8808)
C (0.1811, 1.6097, -1.0753)
C (0.5723, 2.7570, -1.7412)
C (1.9331, 3.0014, -1.8831)
C (2.8849, 2.0982, -1.3588)
C (4.2803, 2.2612, -1.4534)
Br (5.0893, 3.7533, -2.3196)
C (5.1360, 1.3172, -0.9055)
C (4.6041, 0.2001, -0.2570)
Br (5.8911, -1.0308, 0.4575)
C (3.2101, -0.0240, -0.1269)
O (2.6877, -1.0340, 0.4594)
C (2.3822, 0.9521, -0.6936)
N (1.0673, 0.7308, -0.5651)
H (-1.9197, 2.0328, -1.3209)
H (-1.4907, 1.2076, 0.1880)
H (-1.4907, 0.3133, -1.3526)
H (-0.1564, 3.4497, -2.1434)
H (2.2412, 3.9008, -2.4052)
H (6.2117, 1.4382, -0.9757)
F (-3.1877, -3.2709, 3.1213)
C (-2.6548, -2.8950, 1.9520)
C (-1.4319, -2.2438, 1.9336)
C (-0.8875, -1.8575, 0.7096)
C (-1.5395, -2.1074, -0.5075)
C (-2.7736, -2.7682, -0.4424)
F (-3.4693, -3.0498, -1.5536)
C (-3.3335, -3.1621, 0.7732)
C (-0.8659, -1.6528, -1.7272)
C (-1.3434, -1.8034, -3.0273)
C (-0.5878, -1.3172, -4.0948)
C (0.6253, -0.6925, -3.8451)
C (1.0342, -0.5794, -2.5305)
N (0.3213, -1.0416, -1.4793)
H (-0.9039, -2.0366, 2.8576)
H (-4.2898, -3.6720, 0.7952)
H (-2.2886, -2.2887, -3.2393)
H (-0.9488, -1.4282, -5.1135)
H (1.2352, -0.3043, -4.6526)
H (1.9748, -0.1000, -2.2750)
Br (2.9887, -6.1434, -3.1973)
C (2.3884, -4.6626, -2.1870)
C (1.2142, -4.7642, -1.4413)
C (0.7736, -3.6691, -0.6964)
C (1.5047, -2.4827, -0.6998)
C (2.6775, -2.3856, -1.4464)
C (3.1233, -3.4772, -2.1933)
H (0.6387, -5.6859, -1.4336)
H (-0.1391, -3.7343, -0.1111)
H (3.2399, -1.4564, -1.4422)
H (4.0387, -3.3939, -2.7729)
Cl (-2.9802, 2.7847, 5.3308)
C (-3.4912, 1.7379, 4.0435)
C (-4.7150, 1.0780, 4.2153)
C (-5.1895, 0.2203, 3.2307)
C (-4.4338, 0.0184, 2.0802)
C (-3.2026, 0.6720, 1.9023)
Cl (-2.3520, 0.2469, 0.4537)
C (-2.7164, 1.5774, 2.8714)
N (-1.4142, 2.1724, 2.8424)
C (-0.7099, 2.6320, 1.7008)
C (-1.3710, 3.4994, 0.8085)
C (-0.7342, 4.0055, -0.3245)
C (0.5859, 3.6612, -0.5809)
C (1.2658, 2.8208, 0.3010)
C (0.6391, 2.2934, 1.4503)
C (1.4929, 1.4442, 2.3732)
C (0.8537, 0.1455, 2.8518)
O (0.1185, 0.2781, 3.8811)
O (1.1377, -0.9006, 2.2122)
H (-5.2868, 1.2195, 5.1280)
H (-6.1279, -0.3086, 3.3676)
H (-4.7882, -0.6797, 1.3253)
H (-0.8198, 1.5390, 3.4179)
H (-2.4006, 3.7830, 1.0079)
H (-1.2711, 4.6638, -0.9993)
H (1.0918, 4.0453, -1.4611)
H (2.3023, 2.5667, 0.0890)
H (1.7687, 2.0556, 3.2417)
H (2.4376, 1.1793, 1.8792)
H (0.2885, 0.3779, 1.2897)

Forces on the atoms, in the same order (eV/Å):
Tc -2.9 1.1 -2.1
C 5.9 4.3 -6.9
C -1.7 -7.4 -0.4
C -1.8 0.9 -1.8
C 8.9 -4.3 -6.3
C -0.6 1.4 -4.0
C 1.2 -0.6 0.5
Br -0.4 0.0 0.0
C -0.9 0.1 0.1
C 0.8 -0.2 0.0
Br -0.5 0.0 0.0
C 2.1 1.4 0.2
O 5.5 1.6 1.9
C 3.3 -0.7 -0.4
N -1.1 4.2 -1.0
H 0.1 -0.2 0.0
H 4.4 4.6 -1.5
H 0.3 0.3 0.0
H -0.8 -1.9 -3.3
H 0.4 -0.3 -0.5
H -0.2 0.0 0.0
F -0.3 -0.1 0.1
C 1.1 0.5 -0.6
C -0.4 -0.6 0.1
C -0.8 -0.3 0.5
C -1.1 -1.0 -0.5
C 0.6 0.1 1.0
F -0.4 -0.1 -0.4
C -0.4 -0.1 -0.5
C -0.6 -0.3 -0.1
C 0.2 0.1 -1.0
C -0.6 -0.3 0.3
C 0.0 -0.1 0.5
C -0.3 -0.1 -1.2
N -3.7 -1.2 -4.5
H -0.1 0.0 0.0
H 0.1 0.0 -0.1
H 0.2 0.1 0.2
H 0.0 0.0 0.1
H 0.0 0.0 0.2
H -0.3 -0.4 -0.6
Br 0.1 -0.2 -0.2
C -0.5 0.5 0.5
C 0.2 -0.1 -0.2
C 1.1 -0.9 -0.3
C 0.8 -3.8 0.0
C 0.2 -1.9 -0.7
C -0.1 0.4 0.1
H 0.2 0.0 0.0
H 0.6 -0.5 -0.3
H 0.1 -0.9 -0.7
H -0.1 -0.1 0.0
Cl 0.2 0.0 -0.2
C -0.7 -0.3 -0.5
C 0.4 0.1 -0.1
C 0.4 0.1 -0.3
C -0.2 0.4 0.5
C -1.7 -1.2 0.8
Cl -10.7 -5.9 8.7
C 0.1 0.1 -0.2
N 1.0 -0.3 -1.3
C -0.6 -0.6 1.5
C 0.0 1.9 -1.9
C -3.1 0.7 4.0
C -2.4 3.5 4.6
C -0.6 1.9 6.5
C 0.9 1.3 0.6
C 0.9 0.9 0.3
C -1.3 1.8 2.4
O 1.1 -1.3 -1.3
O 1.5 -2.7 6.6
H 0.2 0.1 -0.1
H 0.1 0.1 0.0
H 0.2 0.1 0.1
H 0.3 0.3 0.1
H 0.0 -0.2 0.1
H -0.1 -0.1 -0.1
H 0.7 4.7 2.8
H -1.2 1.0 1.9
H -0.1 -0.2 0.1
H -0.3 0.2 -0.1
H -2.7 0.6 -1.7

Output
spin multiplicity	2
LUMO level (spin up / spin down)	1.211 / 1.220	eV
expectation value of S²	0.758
charge	-1
M	1056.30	g mol⁻¹
Kohn-Sham gap (spin up / spin down)	4.65 / 4.65	eV

Entry 3:
Below is 2 unconnected molecules or ions with the total composition C6H13N4O at a distorted geometry, with properties calculated with the ωB97M-V functional and the def2-TZVPD basis.

Element x y z (Å)
C (0.6378, -2.2017, -1.4622)
C (-0.6021, -0.4734, -0.4980)
C (-1.1650, 2.0272, -0.7493)
C (-2.9197, 0.0953, -0.7650)
C (2.7057, 0.9577, 0.7873)
C (-1.5797, 0.6076, -0.3259)
N (1.5662, -2.8755, -1.5088)
N (-0.2708, -1.3196, -1.2886)
N (0.6862, -0.2526, 1.0068)
N (1.1310, -1.6571, 1.5276)
O (1.6329, 0.2622, 0.1118)
H (-0.6469, 2.4806, 0.0502)
H (-0.6102, 1.8982, -1.6273)
H (-2.0793, 2.4880, -1.0981)
H (-3.0417, 0.0047, -1.8761)
H (-2.9109, -0.9309, -0.4496)
H (-3.8216, 0.6269, -0.3945)
H (2.4291, 1.9751, 0.7968)
H (3.7653, 0.9368, 0.3503)
H (2.8459, 0.4903, 1.6990)
H (-1.5938, 0.6462, 0.7681)
H (1.9528, -1.8732, 1.0289)
H (0.3269, -2.3226, 1.4143)
H (1.5619, -1.5902, 2.5025)

Forces on the atoms, in the same order (eV/Å):
C 1.8 -0.8 0.4
C 2.0 0.8 1.4
C -1.1 -1.8 -0.6
C -1.1 -0.5 -1.8
C 1.3 0.1 -1.7
C -0.1 0.2 2.0
N 0.3 -0.7 -0.2
N -2.4 1.1 -0.6
N -1.5 0.7 -1.2
N -0.2 1.1 1.3
O 0.8 -1.4 -0.1
H 0.5 0.9 0.5
H 1.4 0.4 -1.2
H -0.1 0.6 0.5
H 0.3 0.4 0.8
H -0.8 -0.6 0.4
H 0.9 -0.2 0.1
H -0.3 1.2 0.7
H -1.9 -0.6 -0.5
H 0.0 -0.3 2.3
H -0.4 0.1 0.1
H 1.0 -1.2 -1.8
H 1.3 0.5 0.4
H -1.7 0.0 -1.0

Output
spin multiplicity	1
LUMO level	-4.196	eV
ΔE to the lowest compared entry with this formula, charge and spin	7.274	eV
charge	+1
M	157.20	g mol⁻¹
Kohn-Sham gap	9.43	eV